(1)
Formula: C3H4ClNO
Source: OMol25
Level of theory: ωB97M-V/def2-TZVPD

```
! RIJCOSX wB97M-V def2-TZVPD def2/J DEFGRID3
* xyz 0 1
C -0.735 0.460 -0.429
C 0.348 -0.748 -0.623
C -0.008 0.581 0.881
H -1.770 0.089 -0.401
H 1.153 -0.577 -1.255
H -0.143 -1.746 -0.708
H 1.272 -0.803 1.600
N 0.694 -0.475 0.735
O -0.091 1.368 1.811
Cl -0.720 1.851 -1.610
*
```

- energy above the lowest of the compared OMol25 structures with the same formula, charge and spin (eV) = 1.079
- gap between HOMO and LUMO (eV) = 10.7
- maximum force (eV Å⁻¹) = 6.129
- highest occupied orbital energy (eV) = -9.95

***

(2)
Formula: C4H9OS
Source: OMol25
Level of theory: ωB97M-V/def2-TZVPD

```
! RIJCOSX wB97M-V def2-TZVPD def2/J DEFGRID3
* xyz 1 1
C 0.209 -0.253 -1.889
C -0.409 -0.773 -0.833
C -0.206 1.560 0.627
C 0.001 -1.229 1.867
O 0.731 1.031 -2.006
S -1.047 -0.117 0.700
H 0.260 -0.872 -2.758
H 1.082 1.322 -2.813
H -0.737 -1.836 -0.938
H -0.612 1.942 1.455
H -0.621 2.013 -0.272
H 0.889 1.652 0.656
H -0.252 -0.910 2.857
H 1.080 -1.349 1.608
H -0.369 -2.181 1.739
*
```

- energy above the lowest of the compared OMol25 structures with the same formula, charge and spin (eV) = 0.000
- gap between HOMO and LUMO (eV) = 10.5
- maximum force (eV Å⁻¹) = 4.128
- highest occupied orbital energy (eV) = -14.05

***

(3)
Formula: C4H5BrN
Source: OMol25
Level of theory: ωB97M-V/def2-TZVPD

```
! RIJCOSX wB97M-V def2-TZVPD def2/J DEFGRID3
* xyz 1 1
C -1.469 -0.546 -1.061
C -1.522 0.246 -0.025
C -0.027 -0.650 -0.788
C 0.990 0.319 1.193
N -0.045 -0.157 0.407
Br 2.486 -0.891 -2.143
H -2.111 -0.829 -1.813
H -2.154 1.120 0.241
H 1.404 1.228 0.573
H 1.838 -0.403 1.279
H 0.610 0.562 2.138
*
```

- energy above the lowest of the compared OMol25 structures with the same formula, charge and spin (eV) = 4.348
- gap between HOMO and LUMO (spin up / spin down) (eV) = 6.6 / 6.6
- maximum force (eV Å⁻¹) = 4.151
- highest occupied orbital energy (spin up / spin down) (eV) = -14.89 / -14.90

***

(4)
Formula: C7H34O13
Source: OMol25
Level of theory: ωB97M-V/def2-TZVPD

```
! RIJCOSX wB97M-V def2-TZVPD def2/J DEFGRID3
* xyz 0 1
O 1.338 -2.520 0.734
C 0.195 -2.939 0.734
C -1.046 -2.225 0.254
C -0.693 -1.413 -0.993
C 0.166 -0.269 -0.613
C -0.440 0.929 -0.574
C 0.203 2.195 -0.267
C -0.345 3.065 0.565
H 0.185 -3.915 1.216
H -1.809 -2.907 0.031
H -1.590 -1.698 1.007
H -0.002 -2.119 -1.622
H -1.587 -1.075 -1.607
H 1.227 -0.318 -0.361
H -1.684 0.828 -0.691
H 1.312 2.195 -0.699
H 0.197 3.956 0.984
H -1.405 2.940 0.756
H 3.959 0.889 2.352
H 3.292 -0.618 2.286
O 3.623 0.191 1.835
H 0.240 -1.227 -4.410
H 1.127 -1.077 -3.111
O 0.461 -0.672 -3.658
H -4.068 0.682 -1.012
H -3.354 -0.188 -1.911
O -3.749 -0.209 -1.105
H 3.257 -0.640 -2.418
H 2.353 -1.083 -1.301
O 2.562 -1.241 -2.156
H 2.438 -2.589 2.472
H 1.621 -1.961 3.529
O 2.543 -1.938 3.077
H -1.745 1.097 -4.142
H -1.068 0.149 -3.280
O -1.987 0.397 -3.445
H 3.520 0.764 0.032
H 4.212 2.163 -0.498
O 3.693 1.313 -0.839
H -1.009 3.483 3.033
H -2.073 2.623 3.338
O -1.937 3.389 2.855
H -3.349 -0.242 0.501
H -4.102 0.188 1.867
O -3.265 0.276 1.295
H -1.635 0.272 1.892
H -0.276 0.525 2.295
O -1.145 0.349 2.699
H -0.737 -1.340 3.065
H -0.119 -1.730 4.295
O -0.160 -1.981 3.409
H 1.209 2.188 -3.384
H 0.702 1.075 -4.112
O 0.744 2.011 -4.201
*
```

- energy above the lowest of the compared OMol25 structures with the same formula, charge and spin (eV) = 4.246
- gap between HOMO and LUMO (eV) = 8.9
- maximum force (eV Å⁻¹) = 5.379
- highest occupied orbital energy (eV) = -8.62

***

(5)
Formula: C23H29N3O7
Source: OMol25
Level of theory: ωB97M-V/def2-TZVPD

```
! RIJCOSX wB97M-V def2-TZVPD def2/J DEFGRID3
* xyz 0 1
C -8.267 4.078 -0.231
C -6.745 4.046 -0.157
C -6.114 3.114 -1.193
C -6.306 1.636 -0.837
O -5.750 1.305 0.417
C -4.405 1.232 0.566
C -3.468 1.221 -0.457
C -2.116 1.118 -0.184
C -1.657 1.029 1.126
C -0.257 0.942 1.473
C 0.795 0.917 0.642
C 2.155 0.835 1.181
O 2.454 0.826 2.349
O 3.063 0.801 0.180
C 4.412 0.612 0.574
C 5.174 -0.121 -0.509
O 6.239 0.361 -0.901
C 4.593 -1.321 -1.070
C 5.108 -1.836 -2.271
N 6.214 -1.328 -2.808
N 4.483 -2.868 -2.904
C 4.997 -3.391 -4.155
C 3.331 -3.476 -2.394
O 2.769 -4.356 -3.006
N 2.910 -3.032 -1.180
C 1.752 -3.716 -0.626
C 3.500 -2.008 -0.416
O 3.090 -1.804 0.706
C -2.603 1.037 2.163
C -3.954 1.135 1.906
O -4.934 1.159 2.846
C -4.576 1.046 4.208
C -5.860 1.080 5.023
H -8.691 3.105 0.002
H -8.596 4.370 -1.227
H -8.661 4.797 0.483
H -6.361 5.056 -0.317
H -6.435 3.723 0.838
H -6.553 3.293 -2.176
H -5.045 3.325 -1.252
H -5.901 0.994 -1.630
H -7.369 1.410 -0.728
H -3.785 1.287 -1.486
H -1.416 1.112 -1.005
H -0.033 0.896 2.532
H 0.716 0.948 -0.432
H 4.430 0.042 1.512
H 4.892 1.584 0.737
H 6.530 -1.579 -3.727
H 6.602 -0.530 -2.285
H 4.972 -2.630 -4.936
H 6.013 -3.769 -4.025
H 4.343 -4.213 -4.444
H 1.529 -3.256 0.334
H 0.907 -3.613 -1.306
H 1.973 -4.775 -0.497
H -2.245 0.969 3.178
H -4.041 0.102 4.382
H -3.921 1.880 4.498
H -6.506 0.258 4.728
H -6.386 2.013 4.846
H -5.630 0.993 6.081
*
```

- energy above the lowest of the compared OMol25 structures with the same formula, charge and spin (eV) = 1.013
- SMILES = CCCCOc1ccc(/C=C/C(=O)OCC(=O)c2c(N)n(C)c(=O)n(C)c2=O)cc1OCC
- gap between HOMO and LUMO (eV) = 8.2
- maximum force (eV Å⁻¹) = 0.892
- highest occupied orbital energy (eV) = -7.83

***

(6)
Formula: C73H88BrN14OPS2
Source: OMol25
Level of theory: ωB97M-V/def2-TZVPD

```
! RIJCOSX wB97M-V def2-TZVPD def2/J DEFGRID3
* xyz 0 1
H -5.417 -5.401 1.498
N -4.823 -4.602 1.700
C -4.318 -4.747 2.850
C -3.378 -3.777 3.460
C -3.261 -2.479 2.720
C -4.158 -1.472 2.926
C -4.070 -0.291 2.233
N -5.059 0.686 2.458
C -4.841 1.565 3.631
C -4.187 2.887 3.225
C -3.035 -0.117 1.319
S -2.994 1.413 0.448
C -2.109 -1.124 1.092
C -2.255 -2.296 1.799
S -1.165 -3.626 1.455
C 0.285 -2.758 1.025
C 1.517 -3.317 1.268
Br 1.488 -5.030 2.145
C 2.710 -2.716 0.918
C 3.982 -3.497 1.217
C 4.661 -3.114 2.552
C 4.951 -3.675 0.063
C 4.249 -4.334 -1.114
C 5.205 -4.695 -2.256
C 2.618 -1.434 0.316
C 3.844 -0.603 -0.068
C 4.916 -0.475 1.018
C 4.449 -0.938 -1.445
C 3.979 -0.104 -2.651
C 5.199 0.220 -3.517
C 1.371 -0.885 0.070
N 1.242 0.400 -0.540
C 0.921 1.455 0.462
C 1.315 1.086 1.871
C 0.191 -1.541 0.421
N -1.087 -0.955 0.106
P -1.530 -1.589 -1.472
N -3.118 -2.166 -1.220
O -1.794 -0.284 -2.416
H -4.548 -5.625 3.448
H -2.404 -4.228 3.601
H -3.742 -3.548 4.458
H -4.961 -1.616 3.624
H -5.247 1.205 1.617
H -5.809 1.757 4.075
H -4.224 1.001 4.311
H -4.530 3.733 3.803
H -4.400 3.064 2.184
H -3.125 2.728 3.321
H -3.219 1.138 -0.844
H 3.656 -4.496 1.409
H 4.780 -3.992 3.165
H 4.070 -2.371 3.065
H 5.629 -2.673 2.376
H 5.517 -2.798 -0.197
H 5.678 -4.403 0.408
H 3.841 -5.266 -0.741
H 3.413 -3.740 -1.456
H 5.389 -5.757 -2.270
H 6.126 -4.136 -2.191
H 4.712 -4.484 -3.194
H 3.490 0.405 -0.188
H 4.470 -0.631 1.985
H 5.793 -1.083 0.865
H 5.258 0.552 1.032
H 4.254 -1.962 -1.705
H 5.517 -0.761 -1.420
H 3.453 0.797 -2.367
H 3.271 -0.691 -3.224
H 5.723 1.057 -3.078
H 4.872 0.583 -4.479
H 5.836 -0.644 -3.633
H 0.551 0.345 -1.272
H -0.141 1.663 0.404
H 1.416 2.394 0.236
H 1.183 1.972 2.478
H 0.693 0.318 2.307
H 2.348 0.782 1.974
H -3.048 -3.136 -0.936
H -3.652 -2.122 -2.075
H -1.631 -0.480 -3.348
C -5.765 0.438 -5.950
C -4.736 1.085 -6.619
C -3.451 0.985 -6.106
N -3.153 0.305 -5.002
C -4.152 -0.304 -4.373
C -5.469 -0.274 -4.800
H -6.781 0.488 -6.321
H -4.923 1.652 -7.520
H -2.616 1.470 -6.599
H -3.872 -0.847 -3.484
H -6.238 -0.796 -4.248
C -1.869 2.928 -3.647
C -0.940 2.898 -2.623
C 0.205 3.670 -2.745
N 0.458 4.442 -3.801
C -0.447 4.458 -4.776
C -1.622 3.726 -4.750
H -2.772 2.338 -3.584
H -1.107 2.284 -1.751
H 0.957 3.680 -1.964
H -0.215 5.092 -5.624
H -2.323 3.780 -5.573
C -4.738 8.047 7.045
C -4.456 7.730 5.726
C -4.901 6.513 5.233
N -5.582 5.625 5.954
C -5.842 5.946 7.219
C -5.447 7.136 7.810
H -4.409 8.987 7.468
H -3.901 8.412 5.095
H -4.702 6.227 4.205
H -6.396 5.205 7.784
H -5.690 7.341 8.844
C -1.660 11.472 1.534
C -0.813 11.600 2.623
C -0.954 10.705 3.673
N -1.858 9.730 3.700
C -2.665 9.625 2.646
C -2.607 10.463 1.543
H -1.583 12.149 0.693
H -0.060 12.374 2.659
H -0.308 10.768 4.542
H -3.396 8.824 2.694
H -3.289 10.326 0.715
C -1.095 0.360 7.136
C -1.066 -0.350 5.948
C -1.077 0.353 4.752
N -1.122 1.685 4.680
C -1.167 2.348 5.835
C -1.148 1.742 7.080
H -1.085 -0.155 8.088
H -1.037 -1.431 5.943
H -1.056 -0.157 3.793
H -1.220 3.428 5.749
H -1.180 2.339 7.981
C 10.910 -3.678 0.767
C 10.305 -3.122 1.883
C 8.942 -2.873 1.836
N 8.180 -3.134 0.777
C 8.776 -3.666 -0.286
C 10.131 -3.958 -0.343
H 11.971 -3.889 0.763
H 10.875 -2.886 2.771
H 8.428 -2.441 2.688
H 8.130 -3.867 -1.134
H 10.561 -4.392 -1.235
C 6.563 5.214 -6.519
C 5.278 4.751 -6.298
C 5.101 3.402 -6.019
N 6.098 2.528 -5.953
C 7.328 2.990 -6.168
C 7.615 4.315 -6.453
H 6.743 6.259 -6.738
H 4.428 5.417 -6.336
H 4.113 3.000 -5.833
H 8.122 2.252 -6.107
H 8.636 4.632 -6.617
C -0.317 -8.196 1.208
C -0.332 -9.496 0.729
C -1.433 -9.914 -0.004
N -2.481 -9.138 -0.271
C -2.449 -7.893 0.198
C -1.397 -7.374 0.938
H 0.523 -7.829 1.783
H 0.490 -10.173 0.918
H -1.484 -10.923 -0.400
H -3.316 -7.282 -0.032
H -1.425 -6.355 1.292
C -7.255 -5.205 -5.165
C -6.341 -5.368 -4.137
C -5.104 -4.751 -4.252
N -4.742 -4.011 -5.297
C -5.631 -3.867 -6.278
C -6.895 -4.437 -6.261
H -8.231 -5.669 -5.114
H -6.579 -5.960 -3.264
H -4.361 -4.852 -3.468
H -5.305 -3.260 -7.116
H -7.577 -4.283 -7.086
*
```

- SMILES = [H]/N=C/Cc1cc(NCC)c(S)c2c1Sc1c(Br)c([C@H](C)CCC)c([C@@H](C)CCC)c(NCC)c1N2P(N)O.c1ccncc1.c1ccncc1.c1ccncc1.c1ccncc1.c1ccncc1.c1ccncc1.c1ccncc1.c1ccncc1.c1ccncc1
- gap between HOMO and LUMO (eV) = 8.0
- maximum force (eV Å⁻¹) = 1.985
- highest occupied orbital energy (eV) = -7.39

***

(7)
Formula: C11H14N2
Source: OMol25
Level of theory: ωB97M-V/def2-TZVPD

```
! RIJCOSX wB97M-V def2-TZVPD def2/J DEFGRID3
* xyz 0 1
C -1.468 -1.216 2.971
C -2.261 -1.994 2.238
N -2.138 -2.152 0.902
C -1.151 -1.434 0.481
C -0.252 -0.621 1.094
C 0.823 0.250 0.435
C 1.610 -0.390 -0.777
C 1.582 0.695 -1.909
C 0.127 0.811 -2.683
C -0.704 1.130 -1.407
C 0.289 1.530 -0.279
N 1.548 1.938 -1.046
C -0.356 -0.560 2.427
H -1.567 -1.103 4.111
H -3.047 -2.572 2.824
H -0.786 -1.636 -0.611
H 1.543 0.432 1.189
H 2.745 -0.339 -0.668
H 1.341 -1.530 -1.033
H 2.680 0.847 -2.362
H -0.259 -0.230 -2.978
H 0.166 1.501 -3.486
H -1.406 0.408 -0.993
H -1.452 1.996 -1.482
H -0.213 2.374 0.401
H 2.264 1.916 -0.339
H 0.340 -0.052 2.981
*
```

- energy above the lowest of the compared OMol25 structures with the same formula, charge and spin (eV) = 3.078
- SMILES = c1cncc([C@H]2C[C@H]3CC[C@@H]2N3)c1
- gap between HOMO and LUMO (eV) = 10.0
- maximum force (eV Å⁻¹) = 6.454
- highest occupied orbital energy (eV) = -9.18

***

(8)
Formula: C9H17N5
Source: OMol25
Level of theory: ωB97M-V/def2-TZVPD

```
! RIJCOSX wB97M-V def2-TZVPD def2/J DEFGRID3
* xyz 2 1
C 1.043 -2.624 0.511
C 1.708 -1.277 0.745
C 1.960 -0.551 -0.603
C 2.550 0.782 -0.358
N 3.835 0.961 -0.550
C 1.815 1.836 0.293
N 0.580 1.893 0.631
C -0.575 1.342 0.354
C -1.519 1.186 1.353
C -2.682 0.414 1.146
C -3.111 0.106 -0.109
N -4.082 -0.748 -0.472
N -2.412 0.778 -1.230
N -0.877 0.832 -0.943
H 0.866 -3.111 1.466
H 1.678 -3.274 -0.085
H 0.089 -2.510 0.001
H 2.659 -1.423 1.255
H 1.077 -0.659 1.385
H 1.001 -0.463 -1.116
H 2.630 -1.162 -1.207
H 4.423 0.212 -0.898
H 4.293 1.840 -0.337
H 2.412 2.653 0.688
H -1.275 1.537 2.341
H -3.224 0.045 2.001
H -4.574 -1.242 0.260
H -4.562 -0.696 -1.357
H -2.531 0.251 -2.108
H -2.771 1.741 -1.352
H -0.426 1.330 -1.707
*
```

- energy above the lowest of the compared OMol25 structures with the same formula, charge and spin (eV) = 1.740
- SMILES = CCCC(=[NH2+])/C=N\C1=CC=C(N)[NH2+]N1
- gap between HOMO and LUMO (spin up / spin down) (eV) = 6.4 / 6.1
- maximum force (eV Å⁻¹) = 2.269
- highest occupied orbital energy (spin up / spin down) (eV) = -14.88 / -14.75